This record from the Open Molecules 2025 dataset describes an isolated molecule of C5H10O. The level of theory is the ωB97M-V functional and the def2-TZVPD basis.

Cartesian coordinates (Å):
C: 1.222 -1.215 -0.766
C: 0.362 -0.083 -0.257
C: 0.914 1.292 -0.535
C: -0.788 -0.297 0.397
O: -1.387 -1.531 0.491
C: -1.578 0.699 1.190
H: 0.935 -2.190 -0.355
H: 2.259 -1.044 -0.448
H: 1.237 -1.289 -1.861
H: -1.032 -2.096 -0.206
H: 1.854 1.474 0.003
H: 0.213 2.092 -0.283
H: 1.143 1.391 -1.605
H: -0.992 1.593 1.409
H: -2.510 0.984 0.688
H: -1.852 0.222 2.139

## Properties
* highest occupied orbital energy: -8.18 eV
* LUMO level: 0.89 eV
* relative energy (zero: lowest compared OMol25 entry of this formula, charge and spin): 53.0 kJ/mol
* E_tot: -7394.21579 eV

=====

This record from the Open Molecules 2025 dataset describes a cluster of 11 separate species, C15H52N2O11 in total. The level of theory is the ωB97M-V functional and the def2-TZVPD basis.

Cartesian coordinates (Å):
C: -0.921 2.661 2.856
C: -1.998 1.643 3.186
O: -1.366 0.413 3.494
H: -0.185 2.587 3.660
H: -1.203 3.695 2.959
H: -0.460 2.426 1.933
H: -2.636 1.537 2.316
H: -2.638 1.937 4.005
H: -1.109 -0.026 2.682
C: 2.366 -2.871 1.798
C: 1.914 -3.505 0.491
O: 0.912 -2.682 -0.014
H: 1.622 -2.939 2.577
H: 2.672 -1.868 1.733
H: 3.339 -3.283 2.117
H: 1.628 -4.563 0.572
H: 2.670 -3.608 -0.295
H: 0.131 -3.238 -0.049
C: -0.180 1.718 -2.618
C: -1.337 1.958 -3.528
O: -2.023 3.147 -3.090
H: -0.416 1.603 -1.587
H: 0.550 2.468 -2.757
H: 0.299 0.764 -2.872
H: -2.028 1.146 -3.532
H: -0.984 1.971 -4.564
H: -2.763 3.323 -3.663
C: -3.391 3.773 0.305
C: -3.302 2.377 -0.329
O: -4.205 1.559 0.396
H: -2.794 4.449 -0.321
H: -3.007 3.850 1.306
H: -4.374 4.203 0.244
H: -2.307 1.995 -0.269
H: -3.578 2.385 -1.405
H: -3.932 0.645 0.237
C: 0.731 -2.576 -3.517
O: 0.161 -3.867 -3.320
N: 1.019 -1.747 -2.542
N: 0.842 -1.914 -4.664
H: 0.924 -2.186 -1.582
H: 1.523 -0.818 -2.576
H: 0.716 -2.468 -5.486
H: 1.150 -0.904 -4.785
C: -2.237 -1.082 -1.212
O: -2.888 -0.845 0.028
H: -1.671 -0.206 -1.462
H: -2.962 -1.147 -2.056
H: -1.619 -1.960 -1.176
H: -3.194 -1.679 0.196
C: 2.993 3.232 -1.373
O: 2.403 2.377 -0.532
H: 2.469 4.199 -1.415
H: 3.011 2.723 -2.366
H: 4.006 3.367 -1.081
H: 2.718 2.479 0.378
C: 0.405 0.143 0.673
O: 0.119 -0.766 1.664
H: -0.494 0.573 0.426
H: 0.639 -0.384 -0.228
H: 1.150 0.914 0.824
H: 0.459 -1.618 1.348
C: 1.956 0.411 4.077
O: 0.908 0.748 4.893
H: 1.948 -0.675 3.760
H: 2.986 0.737 4.274
H: 1.687 0.962 3.161
H: 0.061 0.733 4.392
C: -1.092 -4.227 2.047
O: -1.217 -4.556 0.714
H: -0.219 -4.627 2.536
H: -1.969 -4.547 2.564
H: -1.147 -3.140 2.201
H: -0.997 -5.526 0.583
C: 3.445 -0.590 -1.120
O: 2.796 0.177 -2.115
H: 4.426 -0.257 -0.783
H: 3.581 -1.610 -1.490
H: 2.944 -0.487 -0.220
H: 2.590 0.975 -1.604

## Properties
* highest occupied orbital energy: -8.94 eV
* LUMO level: 0.24 eV
* relative energy (zero: lowest compared OMol25 entry of this formula, charge and spin): 270.1 kJ/mol
* E_tot: -41895.67212 eV

=====

This record from the Open Molecules 2025 dataset describes an isolated molecule of C3H8NOS. The level of theory is the ωB97M-V functional and the def2-TZVPD basis.

Cartesian coordinates (Å):
C: 0.896 -0.357 -0.213
C: 0.579 0.183 1.241
S: 1.651 1.583 1.840
N: -0.180 -1.238 -0.809
C: -1.488 -0.392 -0.931
O: -1.180 0.870 -1.109
H: 1.840 -0.827 -0.076
H: 0.878 0.653 -0.774
H: -0.492 0.577 1.146
H: 0.608 -0.549 1.965
H: 0.693 2.485 1.190
H: 0.205 -1.628 -1.644
H: -2.044 -0.551 0.045
H: -1.966 -0.808 -1.872

## Properties
* highest occupied orbital energy (spin up / spin down): -9.13 / -9.11 eV
* LUMO level (spin up / spin down): 0.82 / -2.33 eV
* relative energy (zero: lowest compared OMol25 entry of this formula, charge and spin): 187.0 kJ/mol
* multiplicity: 2
* E_tot: -17609.58485 eV

=====

This record from the Open Molecules 2025 dataset describes a structure of composition C46H39FeP2. The level of theory is the ωB97M-V functional and the def2-TZVPD basis.

Cartesian coordinates (Å):
C: 0.633 -1.394 -2.735
C: -0.403 -1.750 -1.846
C: -1.692 -1.975 -2.365
C: -1.970 -1.798 -3.722
C: -0.938 -1.430 -4.590
C: 0.352 -1.242 -4.091
P: -0.090 -2.220 -0.060
C: -1.290 -3.507 0.372
C: -2.384 -3.190 1.193
C: -3.399 -4.124 1.383
C: -3.311 -5.379 0.786
C: -2.177 -5.728 0.045
C: -1.148 -4.806 -0.135
Fe: -0.318 -0.026 0.039
P: 0.135 2.070 -0.275
C: -1.159 2.204 -1.545
C: -0.814 2.333 -2.888
C: -1.753 2.149 -3.902
C: -3.090 1.905 -3.583
C: -3.474 1.904 -2.240
C: -2.529 2.098 -1.231
C: -0.136 3.397 0.903
C: 0.776 3.517 1.967
C: 0.544 4.432 2.990
C: -0.583 5.255 2.938
C: -1.476 5.154 1.869
C: -1.257 4.233 0.843
C: 1.711 2.413 -1.116
C: 2.726 1.440 -1.065
C: 3.910 1.621 -1.778
C: 4.128 2.794 -2.500
C: 3.139 3.783 -2.515
C: 1.930 3.599 -1.833
C: 1.529 -3.024 -0.094
C: 2.031 -3.716 -1.208
C: 3.325 -4.240 -1.150
C: 4.085 -4.116 0.019
C: 3.555 -3.486 1.146
C: 2.262 -2.976 1.108
H: 1.650 2.873 2.003
H: 1.234 4.485 3.832
H: -0.764 5.976 3.735
H: -2.353 5.797 1.822
H: -1.948 4.186 0.004
H: 0.227 2.539 -3.104
H: -1.431 2.166 -4.942
H: -3.824 1.727 -4.379
H: -4.516 1.756 -1.976
H: -2.825 2.157 -0.185
H: 2.572 0.536 -0.474
H: 4.661 0.827 -1.778
H: 5.054 2.936 -3.062
H: 3.299 4.704 -3.074
H: 1.153 4.368 -1.868
H: 1.437 -3.847 -2.119
H: 3.739 -4.728 -2.028
H: 5.103 -4.505 0.048
H: 4.147 -3.374 2.056
H: 1.808 -2.531 1.994
H: -2.431 -2.215 1.668
H: -4.264 -3.857 1.994
H: -4.123 -6.088 0.899
H: -2.093 -6.719 -0.393
H: -0.243 -5.093 -0.667
H: -2.471 -2.316 -1.682
H: -2.973 -1.965 -4.114
H: -1.134 -1.290 -5.654
H: 1.142 -0.924 -4.779
H: 1.661 -1.273 -2.377
H: 0.723 1.266 -4.216
H: 0.949 0.887 -3.598
C: 1.577 0.054 5.520
C: 2.212 -0.137 4.278
C: 1.452 -0.080 3.108
C: 0.044 0.138 3.107
C: -0.822 0.147 1.964
C: -2.183 0.422 2.093
C: -2.730 0.793 3.344
C: -1.939 0.789 4.475
C: -0.573 0.408 4.383
C: 0.222 0.328 5.548
H: 2.167 0.005 6.440
H: 3.292 -0.318 4.240
H: 1.960 -0.205 2.142
H: -2.849 0.353 1.223
H: -3.782 1.082 3.442
H: -2.313 1.068 5.467
H: -0.277 0.521 6.502

## Properties
* highest occupied orbital energy (spin up / spin down): -12.69 / -13.77 eV
* LUMO level (spin up / spin down): -5.46 / -8.61 eV
* net charge: +2
* multiplicity: 6
* E_tot: -101282.09993 eV